# 1
C34H65N11Si2Sr as an isolated structure in a non-equilibrium geometry, computed with ωB97M-V with the def2-TZVPD basis set.

Properties
Strongest force on any atom ... 5.1 eV Å⁻¹
LUMO level ... -0.138 eV
HOMO-LUMO gap ... 5.0 eV
Multiplicity ... 1

Each line ends with the Löwdin charge.
Element x y z (Å)
Sr  1.36307  -0.17633  -1.14322  1.516
Si  1.22417  0.74856  -4.78701  0.343
Si  -1.24198  -2.89264  -0.38411  0.347
N  -1.39829  1.52279  0.60793  0.136
N  1.72772  -0.76597  1.15038  -0.160
N  -0.38554  -1.95928  -1.52623  -0.217
N  3.58201  -1.05985  -1.53360  -0.197
N  -3.69192  0.87784  0.43389  -0.147
N  -2.40920  1.18416  -1.46912  -0.129
N  0.26759  1.26555  3.11082  0.160
N  -0.61984  0.35662  5.13640  -0.162
N  0.82298  -0.34169  -3.54794  -0.236
N  1.64844  0.26541  4.70099  -0.167
N  2.41961  2.02450  -0.82470  -0.187
C  -0.49872  0.60859  6.55703  -0.060
C  -1.58922  2.30246  1.77453  -0.214
C  2.00470  1.74395  0.58667  -0.213
C  4.36721  0.20514  -1.55022  -0.162
C  -0.58998  -4.64812  -0.05134  -0.177
C  -3.09702  -3.04269  -0.75226  -0.171
C  -0.28115  -2.42621  -2.84204  -0.358
C  -1.95319  4.11844  3.92074  -0.105
C  -1.35484  1.95334  -2.06714  -0.068
C  2.61118  0.38007  0.99112  -0.297
C  -4.93575  1.26630  -0.19621  -0.058
C  -0.00517  0.78245  -6.22682  -0.177
C  0.04285  -3.45169  -5.47444  -0.135
C  1.29979  2.51549  -4.08083  -0.178
C  -0.99079  3.13055  3.98066  -0.055
C  -2.54065  3.33887  1.74170  -0.043
C  -1.13949  -2.13337  1.34585  -0.182
C  -0.78930  2.19498  2.95479  -0.218
C  2.32041  -2.02548  0.63779  -0.206
C  -0.83317  -3.64639  -3.26147  -0.093
C  -2.73922  4.21846  2.78667  -0.100
C  2.83024  1.06104  4.46825  -0.063
C  -2.93753  0.10385  -2.30163  -0.025
C  1.85011  -0.95185  5.45415  -0.067
C  3.58536  -1.90574  -0.30099  -0.176
C  3.83197  1.68316  -1.13072  -0.162
C  2.95642  0.50146  -5.52897  -0.184
C  -1.96276  0.12206  4.66306  -0.045
C  0.38827  -1.63567  -3.84472  -0.358
C  0.39690  0.67664  4.26209  -0.389
C  -3.82291  0.34029  1.76325  -0.058
C  -0.68332  -4.16575  -4.54409  -0.134
C  -2.46399  1.19567  -0.09821  -0.384
C  0.56096  -2.21273  -5.11154  -0.091
H  -0.91476  0.24462  -5.94844  0.028
H  -0.40810  1.42221  -2.03768  0.012
H  2.69015  -2.65913  1.44878  0.125
H  -0.26102  -2.49204  1.89224  0.019
H  -3.62677  -2.17792  -0.34566  0.000
H  -3.53047  -3.93866  -0.29867  0.028
H  3.71836  0.60998  -4.74806  -0.001
H  2.27394  3.00572  -1.01646  0.117
H  1.11224  -1.65321  -5.85910  0.067
H  -0.34553  3.07083  4.85041  0.110
H  -1.90990  -0.24874  3.64528  0.062
H  4.71929  0.30849  -2.57390  0.102
H  -1.40628  -4.22970  -2.55171  0.059
H  -3.29290  -3.07733  -1.82558  0.025
H  0.19951  -3.83309  -6.47635  0.087
H  0.38934  0.30598  -7.12656  0.023
H  -4.73739  1.82913  -1.10423  0.090
H  -0.27849  1.80767  -6.48997  0.016
H  0.42345  -4.61275  0.36188  0.011
H  4.46351  1.96792  -0.28163  0.115
H  -1.11879  -1.04466  1.33350  -0.008
H  -3.39492  0.52790  -3.19852  0.096
H  0.51236  0.92370  6.80181  0.085
H  3.84257  -1.61572  -2.33335  0.124
H  -2.01312  -2.46562  1.91614  0.036
H  -1.25622  2.90090  -1.53914  0.099
H  0.92190  -1.51401  5.50522  0.092
H  -2.12802  -0.57081  -2.58684  0.073
H  3.24807  1.41502  5.41938  0.089
H  0.90921  1.70593  0.68120  0.071
H  5.25321  0.07848  -0.91826  0.114
H  -3.48599  4.99750  2.69969  0.100
H  -2.42575  -0.64476  5.28904  0.098
H  -0.56057  -5.29586  -0.92747  0.018
H  2.35793  2.51694  1.27237  0.120
H  2.57138  1.91704  3.84911  0.082
H  1.29733  2.52132  -2.99132  -0.025
H  -2.06979  4.81506  4.74086  0.098
H  -4.64634  -0.37782  1.77554  0.099
H  -0.73946  -0.28447  7.14110  0.091
H  3.16692  0.11265  0.11827  0.002
H  -1.22377  -5.12847  0.70115  0.027
H  4.44309  -1.62876  0.32163  0.120
H  2.60559  -1.57260  4.96240  0.086
H  -4.01804  1.11649  2.51286  0.090
H  -5.54813  0.39515  -0.44830  0.089
H  3.75061  -2.93455  -0.62099  0.130
H  2.20276  3.03073  -4.42175  0.024
H  4.12669  2.31171  -1.96863  0.116
H  3.08199  -0.48661  -5.97653  0.017
H  -3.68426  -0.46542  -1.75751  0.064
H  0.44633  3.11080  -4.41341  0.021
H  1.52857  -2.59033  0.12763  0.065
H  -3.12607  3.45488  0.83626  0.114
H  3.34892  0.50556  1.77537  0.116
H  -1.57577  2.13182  -3.11944  0.097
H  3.17131  1.24928  -6.29828  0.024
H  -5.50952  1.89821  0.49056  0.090
H  3.61338  0.47619  3.97065  0.076
H  -2.91202  -0.18521  2.02089  0.042
H  -1.12850  -5.12127  -4.79466  0.087
H  -1.18676  1.40778  6.85491  0.092
H  1.31239  -0.76391  2.07257  0.090
H  2.19766  -0.75143  6.47412  0.087
H  -2.58355  1.02405  4.68638  0.091

# 2
C34H66FGeN3O2PSSbSe2W as an isolated structure in a non-equilibrium geometry, computed with ωB97M-V with the def2-TZVPD basis set.

Properties
Strongest force on any atom ... 3.0 eV Å⁻¹
LUMO level (spin up / spin down) ... -1.131 / -1.130 eV
HOMO-LUMO gap (spin up / spin down) ... 4.9 / 4.9 eV
Multiplicity ... 1

Each line ends with the Löwdin charge.
Element x y z (Å)
W  0.09016  -0.33279  -0.46847  0.962
Sb  -3.83466  1.60370  0.36211  1.332
Se  -1.79459  -1.44100  -0.84859  0.328
Se  -0.65789  -1.55829  2.46784  0.861
Ge  0.87554  -1.53194  5.39466  0.750
S  -1.02735  1.70924  -1.39403  0.573
P  0.41042  -0.85734  -3.00337  0.864
F  0.08217  0.95732  0.95889  -0.519
O  1.66385  -1.09348  0.78639  -0.325
O  3.28212  2.15198  -2.08827  0.032
N  2.27183  0.47085  -0.75699  0.038
N  0.89493  2.98679  -2.87040  -0.025
N  -1.15613  4.02889  -2.44485  -0.017
C  4.51742  0.11656  2.16543  -0.043
C  0.65017  5.45672  -3.14923  -0.170
C  -6.39563  0.00630  0.98866  -0.211
C  2.47201  -4.30384  -0.98140  -0.060
C  1.40415  -0.20238  6.73039  -0.222
C  1.47161  -2.09683  -0.28621  -0.236
C  -0.70185  -2.50109  6.02905  -0.231
C  -4.70361  0.40851  -2.35301  -0.217
C  -0.39654  -2.38800  -3.63755  -0.427
C  2.60913  -0.13492  0.41234  -0.403
C  -3.69854  3.73050  0.73055  -0.451
C  6.09382  1.82260  1.40961  -0.107
C  1.34432  4.18002  -3.59443  -0.201
C  5.65759  0.83704  2.35044  -0.101
C  -0.41970  0.30423  -4.15849  -0.416
C  -4.72065  1.74256  -1.61332  -0.451
C  3.09767  -3.29006  1.16310  -0.029
C  3.74465  0.35792  0.99370  -0.124
C  -0.26639  2.99699  -2.33494  -0.722
C  0.51828  -0.61221  3.69240  -0.559
C  -4.77352  4.59421  0.08247  -0.198
C  5.37100  2.08589  0.28461  -0.027
C  -0.39589  -0.09389  -5.63479  -0.131
C  -5.74135  1.33322  1.36916  -0.458
C  -0.18745  -3.74278  -2.98785  -0.147
C  -2.32809  -0.83409  3.12815  -0.385
C  2.34193  -2.78827  5.08143  -0.212
C  4.01956  -2.35252  -0.96982  -0.018
C  3.22918  1.40552  -0.97311  -0.343
C  2.67336  -2.05959  -4.31886  -0.125
C  4.17245  1.36858  0.05476  -0.106
C  2.13296  -0.79945  -3.65251  -0.352
C  -0.85045  5.23427  -3.19119  -0.185
C  2.77432  -2.96181  -0.30504  -0.523
H  2.26088  -3.79761  1.65038  0.092
H  7.00972  2.36443  1.60651  0.090
H  -3.13519  -1.26724  2.54082  0.012
H  3.77301  -1.73370  -1.82766  0.058
H  2.33507  2.35320  -2.33807  0.035
H  -2.31874  0.24643  2.99900  0.007
H  0.10434  1.24839  -4.02629  0.040
H  -1.45734  -2.12576  -3.60193  0.053
H  -5.73339  2.13586  -1.50053  0.051
H  -1.18342  5.14099  -4.23114  0.118
H  1.56512  -0.67659  7.69910  0.017
H  -2.45048  -1.10217  4.17528  0.012
H  -0.13167  -2.43826  -4.69444  0.068
H  -0.66364  0.77084  -6.24332  0.076
H  -1.41739  -1.82502  6.49862  0.018
H  -1.19314  -3.02216  5.20688  0.001
H  0.10588  0.38774  3.83235  0.030
H  5.69502  2.83533  -0.42684  0.111
H  -0.40124  -3.24271  6.77023  0.018
H  -5.12717  -0.40100  -1.75479  0.049
H  -4.15620  2.48576  -2.18249  0.029
H  -7.22847  -0.24555  1.64892  0.063
H  4.21129  -0.62210  2.89744  0.087
H  -3.67754  0.12464  -2.59798  0.009
H  0.80320  -4.13728  -3.18893  0.046
H  2.69972  -2.90629  -3.63491  0.042
H  -6.40084  2.16861  1.12423  0.036
H  -2.69771  4.03397  0.41274  0.025
H  4.58999  -1.73568  -0.27948  0.086
H  -5.76984  4.33508  0.44435  0.056
H  2.43572  -4.21808  -2.06438  0.047
H  -1.11010  -0.88345  -5.86483  0.067
H  -4.61656  5.65458  0.29564  0.065
H  0.95769  5.70869  -2.13210  0.122
H  2.08832  -2.34852  -5.19303  0.067
H  -2.04001  3.93688  -1.97581  0.082
H  3.35566  -2.40727  1.74163  0.067
H  -0.33441  -3.71052  -1.90831  0.028
H  2.76614  -0.47389  -2.83198  0.036
H  -4.78811  4.47943  -1.00313  0.049
H  1.19504  4.02672  -4.66969  0.119
H  0.92452  6.28772  -3.80000  0.114
H  -5.26791  0.45396  -3.28806  0.068
H  1.45121  -0.48677  3.14272  0.001
H  2.42137  4.25832  -3.43839  0.110
H  -6.78934  0.03879  -0.02902  0.055
H  3.22393  -2.25870  4.71816  0.010
H  0.59207  -0.42392  -5.96352  0.065
H  0.73063  -2.75395  0.18815  0.048
H  6.25389  0.66522  3.23832  0.094
H  4.67051  -3.15975  -1.31577  0.092
H  -0.90772  -4.45199  -3.39923  0.083
H  2.14177  0.02732  -4.36651  0.085
H  0.62620  0.55352  6.84267  0.017
H  -5.55405  1.37883  2.44450  0.040
H  2.60946  -3.30683  6.00274  0.019
H  3.69740  -1.88320  -4.65060  0.084
H  1.53224  -4.73798  -0.63290  0.089
H  -1.44196  0.45424  -3.81060  0.051
H  -3.71364  3.83944  1.81752  0.043
H  2.05813  -3.53544  4.33915  0.013
H  3.95864  -3.96148  1.17979  0.099
H  2.32671  0.29811  6.43499  0.019
H  -5.68628  -0.82560  1.03219  0.051
H  3.27254  -5.00536  -0.74194  0.090
H  -1.39332  6.06691  -2.74344  0.119

# 3
A 4-piece molecular cluster, C34H66FN2O14PS2 overall in a non-equilibrium geometry, computed with ωB97M-V with the def2-TZVPD basis set.

Properties
Strongest force on any atom ... 5.8 eV Å⁻¹
SMILES ... CCCCCCCCCc1c(P(=O)(O)O)c(S(C)(=O)=O)c(F)c2nsnc12.COCCOCCOC.COCCOCCOC.COCCOCCOC
LUMO level ... -2.311 eV
HOMO-LUMO gap ... 7.0 eV
Multiplicity ... 1

Each line ends with the Löwdin charge.
Element x y z (Å)
S  -6.30203  -0.11614  1.82944  0.967
S  -6.88943  -6.20112  -1.61567  0.727
P  -7.04086  -3.61175  -4.17956  0.653
F  -6.62205  -4.81062  1.42126  -0.037
O  -6.25215  -1.61750  6.81749  -0.138
O  -8.21624  -2.69789  -4.64260  -0.342
O  4.51268  -0.60688  -0.20589  -0.207
O  -5.56267  -3.23478  -4.94824  -0.183
O  9.00620  6.07020  -1.35095  -0.143
O  5.75060  2.31989  -1.61695  -0.204
O  5.19254  1.95773  1.42001  -0.137
O  -4.59076  -3.75792  5.28855  -0.200
O  -5.01065  -3.72171  8.73962  -0.206
O  10.10781  8.39002  -3.10092  -0.205
O  -7.48749  -5.18577  -4.59831  -0.195
O  -8.24777  -6.62516  -2.15446  -0.365
O  8.05802  8.85346  -0.33244  -0.206
O  -5.75562  -6.46794  -2.61143  -0.393
N  -6.40067  -1.83242  2.03799  -0.238
N  -6.39861  0.04718  0.10643  -0.244
C  4.62598  -2.00607  -0.02718  -0.115
C  0.11513  -2.42366  -2.17107  -0.225
C  -6.76930  -2.85081  7.32059  -0.173
C  -0.59352  -1.26679  -3.03354  -0.223
C  6.87879  9.40612  0.22172  -0.110
C  5.60224  3.35584  -2.56932  -0.107
C  -6.62905  -3.91000  0.28919  -0.041
C  -4.65164  -2.34738  5.09624  -0.202
C  -6.31336  -3.14516  8.74666  -0.198
C  -4.87732  -1.64113  6.42911  -0.172
C  3.79550  0.01061  0.85969  -0.196
C  -4.42135  -3.71234  10.02639  -0.111
C  -6.51010  -1.28342  -0.44328  -0.201
C  -4.68759  -4.46344  4.06533  -0.110
C  1.55190  -2.89333  -2.77341  -0.251
C  -6.77391  -4.40763  -1.19264  -0.145
C  9.57191  6.96345  -0.38985  -0.173
C  6.52838  2.73369  -0.49669  -0.193
C  -2.19278  -1.12568  -2.73228  -0.207
C  -6.63424  -0.56354  -3.04110  -0.163
C  -6.81509  -3.28093  -2.34109  -0.107
C  -2.79783  0.23800  -3.33822  -0.213
C  -4.27651  0.05552  -4.01055  -0.179
C  6.37590  1.73809  0.64935  -0.172
C  -6.51844  -2.37908  0.69121  -0.181
C  11.32255  8.68457  -3.76502  -0.110
C  -6.65862  -1.75336  -1.96765  -0.038
C  1.73085  -4.50199  -2.81451  -0.151
C  3.97476  1.52452  0.81175  -0.175
C  8.51508  7.72304  0.40531  -0.197
C  -5.35809  0.45268  -2.84121  -0.175
C  9.57652  7.12930  -3.49768  -0.196
C  8.48369  6.68748  -2.52884  -0.173
C  -6.54327  -7.35080  -0.18637  -0.150
H  -0.41013  -1.49731  -4.14263  0.108
H  -5.65918  -4.28000  3.59749  0.063
H  -7.39589  -7.39649  0.57464  0.087
H  5.20587  -2.22789  0.87439  0.088
H  -3.87992  -4.17263  3.38618  0.089
H  3.63597  -2.46847  0.03625  0.078
H  5.15491  -2.41948  -0.88809  0.090
H  -3.44500  -4.19638  9.95730  0.088
H  5.02895  2.96443  -3.41233  0.089
H  0.35416  -2.00471  -1.11472  0.108
H  -6.22491  -8.35924  -0.61813  0.092
H  -7.85564  -2.72257  7.33498  0.126
H  7.57763  2.76732  -0.81217  0.127
H  7.89101  5.91114  -3.02187  0.113
H  -0.55244  -3.35249  -2.02856  0.109
H  6.21405  3.72932  -0.16523  0.127
H  -5.46066  -2.09726  4.40101  0.092
H  -6.99739  -3.86926  9.20481  0.124
H  2.82897  -4.75959  -3.06706  0.072
H  9.14786  7.24728  -4.49991  0.125
H  10.37143  6.37608  -3.52597  0.128
H  12.09101  7.95493  -3.49285  0.087
H  11.65560  9.67332  -3.44296  0.089
H  2.44660  -2.47900  -2.17290  0.089
H  -2.87203  1.00223  -2.48845  0.104
H  11.17751  8.69625  -4.85001  0.086
H  -2.06331  0.64113  -4.12529  0.105
H  -5.73384  1.52519  -3.00012  0.118
H  -6.55147  -3.67756  6.64208  0.121
H  1.65924  -2.53097  -3.86755  0.105
H  -0.03382  -0.27821  -2.80031  0.123
H  -4.38188  -1.06037  -4.23986  0.078
H  -4.27421  -2.68390  10.36946  0.087
H  1.06795  -4.98813  -3.62066  0.075
H  -4.59510  -0.59084  6.30608  0.125
H  -8.07097  -5.18866  -5.40341  0.110
H  6.57947  3.69135  -2.93127  0.077
H  -6.57801  -0.90019  -4.12989  0.086
H  10.12326  6.32460  0.30687  0.126
H  -7.58556  0.09075  -2.92162  0.136
H  -3.69369  -2.02681  4.66923  0.125
H  -4.60294  -5.53081  4.27890  0.090
H  1.49257  -4.99345  -1.80320  0.072
H  7.67336  7.05803  0.63236  0.126
H  -2.25982  -1.03996  -1.57576  0.112
H  7.04671  9.71566  1.25775  0.086
H  3.87767  1.91580  -0.20254  0.121
H  6.43762  0.70428  0.30465  0.120
H  -5.60423  -6.91620  0.34187  0.082
H  -4.41365  0.66937  -4.96478  0.113
H  -5.04066  -4.26549  10.73975  0.086
H  6.60173  10.28166  -0.36838  0.088
H  7.80213  7.50281  -2.27954  0.122
H  7.20544  1.89665  1.34464  0.126
H  -2.76412  -2.07750  -3.02082  0.104
H  6.05982  8.68142  0.17149  0.087
H  10.29711  7.63519  -0.85242  0.121
H  5.04985  4.19450  -2.13483  0.088
H  -4.80434  0.28686  -1.85673  0.081
H  -4.24894  -2.05207  7.22127  0.121
H  -6.31395  -2.21972  9.33284  0.128
H  4.15039  -0.37410  1.82310  0.129
H  2.73423  -0.23596  0.73593  0.121
H  -4.88263  -3.81745  -4.50712  0.091
H  8.95447  8.08915  1.34064  0.125
H  3.17774  1.97724  1.40961  0.125